The ion C15H25Cl2N6O2 with charge +1 at a distorted geometry. Source: the OMol25 dataset; level of theory: the ωB97M-V functional and the def2-TZVPD basis.

Atoms and positions in Å:
C -3.467 -1.741 2.726
C -1.929 -1.778 2.492
C -1.382 -0.385 2.084
N -0.723 -0.404 0.741
C -0.186 0.740 0.231
N 0.506 1.688 0.778
C 0.977 2.900 0.052
C 2.401 2.799 -0.425
N 2.642 3.284 -1.536
C 0.860 1.620 2.150
Cl 0.071 2.809 3.162
C 1.680 0.746 2.670
C 2.349 -0.305 1.836
Cl 1.982 0.772 4.365
N -0.443 0.889 -1.160
N 0.102 -0.128 -2.044
C 0.209 0.505 -3.361
C 0.895 -0.305 -4.433
O -0.200 1.564 -3.565
C 1.444 -0.582 -1.646
C 1.563 -2.037 -1.218
O 2.399 0.088 -1.689
C -1.900 0.583 -1.163
C -1.886 -0.639 -0.206
N -1.959 -1.962 -0.808
H -3.941 -2.521 2.133
H -3.912 -0.793 2.416
H -3.717 -1.873 3.773
H -1.500 -2.049 3.449
H -1.652 -2.510 1.740
H -2.152 0.379 2.168
H -0.662 -0.132 2.860
H 0.294 3.211 -0.727
H 0.956 3.685 0.812
H 3.200 2.324 0.148
H 3.632 3.184 -1.763
H 2.983 -0.887 2.503
H 2.994 0.103 1.061
H 1.591 -0.990 1.460
H 1.972 -0.205 -4.283
H 0.658 0.088 -5.412
H 0.663 -1.367 -4.333
H 2.292 -2.466 -1.910
H 0.640 -2.589 -1.363
H 1.983 -2.130 -0.224
H -2.332 0.413 -2.136
H -2.307 1.417 -0.585
H -2.875 -0.550 0.247
H -2.230 -1.905 -1.779
H -2.585 -2.560 -0.287

Output
Relative energy (zero: lowest compared OMol25 entry of this formula, charge and spin), kcal per mole: 19.8
Total charge: +1
Frontier orbital gap, eV: 9.11
E_tot, eV: -54031.187